61
Properties=species:S:1:pos:R:3:forces:R:3:lowdin_charge:R:1 method="wB97M-V/def2-TZVPD" max_force_ha_per_bohr=0.031 homo_lumo_gap_ha=0.3715 e_above_lowest_ev=0.668 charge=+3 homo_ev=-17.6
Br -0.378 0.266 -0.921 0.018 0.015 -0.072 -0.02
C -6.209 0.372 0.110 -0.065 0.030 0.304 0.04
C -5.049 1.242 -0.187 -0.350 0.404 -0.108 -0.39
O -4.864 2.384 0.028 0.203 -0.014 0.147 0.21
N -3.962 0.540 -1.039 0.222 -0.671 -0.159 0.06
H -3.092 0.363 -0.510 -0.087 0.173 0.048 0.08
H -4.297 -0.379 -1.340 -0.014 0.057 0.106 0.17
C -3.621 1.340 -2.245 0.047 0.186 -0.009 -0.03
H -5.867 -0.544 0.597 -0.172 -0.105 -0.158 0.11
H -6.749 0.152 -0.816 0.156 -0.215 -0.045 0.12
H -6.905 0.895 0.760 0.098 0.075 0.090 0.12
H -4.537 1.499 -2.806 0.091 -0.006 -0.180 0.12
H -2.868 0.789 -2.798 -0.086 -0.042 -0.156 0.07
H -3.217 2.293 -1.916 -0.096 0.033 0.073 0.09
C 1.129 1.937 -4.988 -0.083 -0.253 0.272 0.04
C 1.084 3.137 -4.100 -0.006 -0.010 -0.559 -0.39
O 1.628 4.166 -4.241 0.195 0.142 0.251 0.22
N 0.091 3.019 -2.921 -0.277 -0.715 -0.454 0.03
H -0.824 3.035 -3.388 0.020 0.186 0.209 0.17
H 0.127 2.065 -2.490 0.112 0.410 0.160 -0.01
C 0.230 4.118 -1.935 -0.328 -0.212 0.180 0.01
H 1.039 2.266 -6.021 -0.014 0.027 -0.034 0.12
H 0.351 1.213 -4.742 0.007 0.030 -0.094 0.08
H 2.100 1.448 -4.884 0.043 0.086 0.009 0.11
H 1.197 3.991 -1.464 0.089 0.331 -0.011 0.11
H -0.559 4.026 -1.194 -0.007 -0.088 0.018 0.10
H 0.117 5.056 -2.465 0.292 0.139 0.066 0.11
C 1.932 -5.030 -0.984 0.439 0.544 -0.116 0.05
C 0.958 -3.919 -1.143 -0.410 -0.350 0.155 -0.41
O -0.220 -3.965 -1.170 -0.159 0.120 -0.008 0.20
N 1.552 -2.522 -1.310 1.187 0.633 0.407 0.04
H 0.935 -1.792 -0.881 -0.270 -0.297 -0.701 0.00
H 2.453 -2.424 -0.827 -0.243 -0.314 0.192 0.17
C 1.891 -2.214 -2.741 -0.410 0.485 -0.218 0.01
H 2.816 -4.848 -1.601 -0.090 -0.220 -0.079 0.10
H 1.441 -5.961 -1.238 0.044 -0.123 0.029 0.12
H 2.292 -5.051 0.049 -0.141 -0.094 0.050 0.11
H 1.973 -1.134 -2.852 0.033 -0.014 0.179 0.08
H 1.080 -2.545 -3.383 0.071 -0.220 0.000 0.11
H 2.847 -2.665 -2.982 -0.094 -0.222 -0.114 0.11
C 1.071 -1.157 2.430 -0.850 -1.363 -0.024 -0.03
N 1.309 0.028 3.278 0.543 0.074 -0.684 -0.37
C 2.680 0.563 2.960 0.061 0.042 0.430 0.03
C 0.302 1.084 2.947 -0.132 -0.064 0.439 0.01
C 1.210 -0.322 4.737 -0.036 0.589 0.092 -0.09
C 2.301 -1.244 5.274 -0.234 -0.280 -0.085 -0.24
O 1.849 -1.654 6.535 -0.057 0.181 0.167 -0.01
H 0.087 -1.592 2.634 0.021 0.290 0.343 0.13
H 1.789 -1.931 2.684 0.165 0.113 -0.138 0.10
H 1.034 -0.978 1.352 0.473 0.674 0.285 0.04
H 3.381 -0.263 2.885 -0.022 -0.038 -0.193 0.11
H 3.022 1.192 3.781 -0.196 0.142 -0.061 0.12
H 2.618 1.150 2.049 0.100 -0.133 -0.139 0.11
H 0.712 2.043 3.249 -0.035 0.086 -0.144 0.12
H -0.594 0.903 3.536 -0.077 -0.091 -0.126 0.12
H 0.090 1.015 1.884 0.018 0.282 -0.064 0.03
H 0.208 -0.710 4.910 0.079 -0.231 0.006 0.15
H 1.286 0.646 5.237 -0.111 -0.120 0.186 0.15
H 3.231 -0.676 5.358 0.119 -0.193 0.051 0.13
H 2.457 -2.112 4.626 0.107 0.132 -0.076 0.12
H 1.913 -2.608 6.635 0.098 -0.008 0.065 0.11